1.
ORCA calculation (the ωB97M-V functional and the def2-TZVPD basis) on a 12-piece molecular cluster, H23O12 overall.

Atoms and positions in Å:
O (-0.5660, -0.3904, 1.0009)
H (-1.0063, 0.9856, -1.0748)
H (0.6281, 2.0713, 3.0641)
O (-1.8183, -1.6224, -0.7539)
H (-1.7665, -0.9268, 0.0270)
H (-0.8862, -1.6337, -0.8289)
O (-2.1335, 2.1403, 0.7009)
H (-1.6921, 3.0557, 0.9963)
O (1.1546, 1.3528, 3.5252)
H (4.4696, 0.7267, 0.3408)
H (0.8235, 0.5874, 3.2752)
O (-0.4965, 1.4339, -1.6509)
H (1.0773, -1.8059, 3.5186)
H (1.7292, -2.0993, -4.4424)
O (0.5969, 0.7650, -4.4344)
H (-2.1547, 0.2881, 2.9013)
H (-1.3171, 1.3888, 0.6469)
O (4.0067, 0.3343, 1.2143)
H (2.9564, 0.6569, 1.2198)
H (-0.0156, 0.1125, -4.2504)
O (-3.0685, -0.8899, -3.2596)
H (-3.8406, -0.5063, -2.8192)
H (-2.4740, -1.2343, -2.6102)
O (1.0263, -1.2720, 4.3174)
H (-0.0430, -1.0367, 4.1814)
H (2.4483, -1.9058, -3.2652)
O (-1.9866, -0.6603, 2.8443)
H (-0.0660, -1.2248, 0.9957)
H (1.0793, 1.7664, -0.1731)
O (1.3817, 1.2504, 0.5050)
H (-1.7135, -0.7702, 1.8492)
H (0.0986, 1.5122, -4.2074)
O (2.1218, -2.6520, -3.7144)
H (0.5259, 0.8198, 0.6991)
H (-0.6080, 0.8547, -2.4010)

Atoms 1-6, force components in eV/Å:
0.4 0.1 -1.1
-2.9 -2.1 3.6
1.1 -1.6 0.7
-1.7 1.3 0.8
-0.1 -1.3 -1.3
1.7 -0.5 -0.6

The energy is -24942.620 eV. For the orbital gap, the calculation gives 8.88 eV. The total charge is -1. The energy above the lowest of the compared OMol25 structures with the same formula, charge and spin is 519.9 kJ/mol. The lowest unoccupied orbital energy is 0.0930 hartree.


2.
ORCA calculation (the ωB97M-V functional and the def2-TZVPD basis) on H24HeO12Xe as an isolated structure.

Atoms and positions in Å:
He (-0.3504, 0.2355, -0.6205)
Xe (-1.0070, -0.3266, -4.2530)
O (-2.8601, 2.5763, 1.3825)
H (-2.1108, 2.8696, 0.8642)
H (-2.8705, 1.6255, 1.2726)
O (1.7442, -0.8978, 2.2305)
H (1.2845, -1.6900, 2.5087)
H (2.6721, -1.1244, 2.2930)
O (-0.1735, -2.8528, 2.4811)
H (-0.7728, -2.4384, 1.8604)
H (0.2746, -3.5261, 1.9691)
O (-3.7069, -0.0971, 1.0409)
H (-3.1745, -0.8926, 1.0504)
H (-4.4878, -0.3370, 0.5420)
O (-0.1494, -3.1943, -1.3961)
H (0.2592, -3.7664, -0.7466)
H (0.2829, -3.4193, -2.2199)
O (2.1526, 0.4453, -2.1826)
H (1.2915, 0.8617, -2.2191)
H (2.0383, -0.2899, -1.5805)
O (3.1196, 2.4645, -0.3725)
H (2.7405, 1.6934, -0.7944)
H (2.6294, 2.5564, 0.4445)
O (1.2535, 2.0855, 1.6019)
H (1.2949, 1.1538, 1.8172)
H (0.7499, 2.4749, 2.3168)
O (0.2736, 2.5519, -2.6736)
H (0.7016, 3.3516, -2.9795)
H (-0.6324, 2.6357, -2.9711)
O (-2.2203, -2.8428, 0.4302)
H (-1.6148, -2.8600, -0.3109)
H (-2.4650, -3.7588, 0.5616)
O (-0.7289, 3.3752, -0.0704)
H (0.0059, 3.1557, 0.5024)
H (-0.4250, 3.1466, -0.9489)
O (1.9530, -1.5971, -0.5307)
H (1.9725, -1.4736, 0.4183)
H (1.0562, -1.8742, -0.7183)

Atoms 1-6, force components in eV/Å:
-0.1 0.0 0.0
0.0 -0.1 0.0
-0.4 0.1 0.6
0.3 0.3 -0.5
-0.3 -0.3 0.0
0.5 0.5 -0.4

The energy is -34001.673 eV. For the orbital gap, the calculation gives 9.01 eV. The energy above the lowest of the compared OMol25 structures with the same formula, charge and spin is 25.2 kJ/mol. The lowest unoccupied orbital energy is -0.0253 hartree.